(1)
Molecular formula: C5H8N2O
Method: DFT, the ωB97M-V functional and the def2-TZVPD basis

Summary:
Highest occupied orbital energy = -8.899 eV
Structure (SMILES) = C/C=C/N.N#CC=O

Each line ends with the natural charge from an NBO analysis.
Geometry (Å):
1 C 0.7068 -0.7528 -0.2374  -0.07
2 C -0.2737 -0.0539 -0.9089  -0.10
3 C -0.0185 1.2585 -1.5589  -0.66
4 N 0.6030 -2.1276 -0.0096  -0.79
5 C 0.2145 0.2418 1.6690  0.34
6 C -1.3519 0.7885 1.3016  0.13
7 O 0.3524 -0.5450 2.5804  -0.53
8 N -2.4899 1.0200 1.2897  -0.36
9 H 1.7364 -0.4135 -0.3352  0.21
10 H -1.2507 -0.5051 -1.0491  0.22
11 H -0.3566 -2.4333 0.1267  0.37
12 H 1.1460 -2.4189 0.8000  0.38
13 H 0.7988 1.1578 1.5161  0.17
14 H 0.5399 1.9295 -0.8993  0.22
15 H 0.5967 1.1053 -2.4531  0.24
16 H -0.9533 1.7488 -1.8321  0.24


(2)
Molecular formula: C5H8N2O
Method: DFT, the ωB97M-V functional and the def2-TZVPD basis

Summary:
Highest occupied orbital energy = -8.784 eV
Structure (SMILES) = O=NN1CC=CCC1

Each line ends with the natural charge from an NBO analysis.
Geometry (Å):
1 C -0.0767 1.0077 0.7386  -0.27
2 C 1.1513 1.4832 -0.1180  -0.45
3 C 1.9473 0.2126 -0.4610  -0.18
4 C 1.6365 -1.0551 -0.1760  -0.19
5 C 0.2525 -1.3968 0.3094  -0.27
6 H 0.1129 0.6141 1.7756  0.21
7 H -0.9543 1.6872 0.6463  0.25
8 H 0.7967 1.9512 -1.0681  0.23
9 H 1.6629 2.3349 0.4780  0.23
10 H 2.8300 0.3618 -0.9140  0.20
11 H 2.3718 -1.8495 -0.0670  0.22
12 H -0.1853 -2.2682 -0.2301  0.24
13 H 0.2474 -1.7228 1.3279  0.19
14 N -1.7405 -0.5171 -0.3129  0.23
15 N -0.5946 -0.3084 0.2280  -0.22
16 O -2.5002 0.3951 -0.3891  -0.43


On energetic grounds, (1) is preferred over the next structure by 39.8 kJ/mol.


(1)
Molecular formula: C4H10N2O
Method: DFT, the ωB97M-V functional and the def2-TZVPD basis

Summary:
Highest occupied orbital energy (spin up / spin down) = -8.324 / -8.324 eV

Each line ends with the natural charge from an NBO analysis.
Geometry (Å):
1 C 1.3259 -0.3043 -0.0934  -0.24
2 C -1.2698 1.0323 -1.2680  -0.42
3 C 0.8961 -1.6996 -0.4403  -0.66
4 N -0.2968 1.2289 -0.1987  -0.39
5 C -0.0566 0.0610 1.6265  0.44
6 O -0.3472 -0.3740 2.8633  -0.70
7 N -0.7952 0.9621 1.0887  -0.49
8 H -1.0945 0.1380 3.2263  0.48
9 H 0.0933 2.1691 -0.2240  0.36
10 H 2.1123 -0.2282 0.6426  0.20
11 H 1.6023 0.2792 -0.9673  0.18
12 H -1.6213 0.0017 -1.2305  0.20
13 H -0.7775 1.2142 -2.2255  0.20
14 H -2.1327 1.6979 -1.1705  0.20
15 H 0.8078 -2.3186 0.4501  0.22
16 H -0.0692 -1.7106 -0.9492  0.21
17 H 1.6230 -2.1493 -1.1302  0.21


(2)
Molecular formula: C4H10N2O
Method: DFT, the ωB97M-V functional and the def2-TZVPD basis

Summary:
Highest occupied orbital energy = -8.801 eV
Structure (SMILES) = C=NNCCCO

Each line ends with the natural charge from an NBO analysis.
Geometry (Å):
1 C -0.1094 1.2109 -1.5967  -0.05
2 C -1.3779 0.6777 -0.8491  -0.43
3 C -0.8649 0.2131 0.5765  -0.23
4 C 1.4016 -1.8350 1.9536  -0.15
5 H 0.7859 -0.4652 -1.7081  0.48
6 H 0.5439 1.8092 -0.9241  0.14
7 H -0.3706 1.8497 -2.3528  0.18
8 H -2.0765 1.3833 -0.6754  0.20
9 H -1.8695 -0.1403 -1.3877  0.21
10 H -1.5388 -0.6151 0.8538  0.22
11 H -1.0338 0.9684 1.3242  0.19
12 H 1.2271 0.3716 0.9022  0.35
13 H 1.7100 -2.8593 2.0953  0.19
14 H 1.8353 -1.0531 2.6350  0.14
15 N 0.4919 -0.2507 0.5237  -0.49
16 N 0.6420 -1.5425 0.9654  -0.23
17 O 0.6037 0.2773 -2.3356  -0.71


On energetic grounds, (2) is preferred over the next structure by 213.3 kJ/mol.


(1)
Molecular formula: C4H10N2O
Method: DFT, the ωB97M-V functional and the def2-TZVPD basis

Summary:
Highest occupied orbital energy = -9.406 eV
Structure (SMILES) = CC(C)NC(N)=O

Each line ends with the natural charge from an NBO analysis.
Geometry (Å):
1 C -0.8365 1.0243 1.5486  -0.59
2 C 0.1161 -0.2391 1.3197  -0.03
3 C -0.3265 -1.5024 1.9309  -0.64
4 N 0.4295 -0.5201 -0.1390  -0.68
5 C 0.2159 0.3251 -1.2690  0.80
6 N 0.9789 -0.0897 -2.4590  -0.87
7 O -0.4339 1.3148 -1.2205  -0.63
8 H -0.9573 1.2693 2.5849  0.21
9 H -1.8134 0.8310 1.0810  0.22
10 H -0.3461 1.8284 1.1102  0.23
11 H 1.0892 0.0341 1.6823  0.18
12 H -0.4402 -1.6910 3.0729  0.23
13 H -1.3648 -1.7296 1.7948  0.22
14 H 0.1230 -2.4134 1.5518  0.21
15 H 0.9472 -1.4146 -0.4498  0.39
16 H 0.8739 -1.1550 -2.5447  0.38
17 H 0.4867 0.5434 -3.1151  0.40


(2)
Molecular formula: C4H10N2O
Method: DFT, the ωB97M-V functional and the def2-TZVPD basis

Summary:
Highest occupied orbital energy = -8.049 eV

Each line ends with the natural charge from an NBO analysis.
Geometry (Å):
1 N -1.6360 -0.8826 1.7226  -0.83
2 C -1.0479 -0.4981 -0.6336  0.15
3 C -0.8142 -1.1695 0.5901  -0.29
4 O -2.0336 0.4663 -0.6475  -0.68
5 H -2.0302 0.9257 -1.4932  0.49
6 H -1.2048 -0.2820 2.4139  0.37
7 H -2.5263 -0.4369 1.5448  0.37
8 H -0.8871 -1.0373 -1.5632  0.20
9 H -0.5863 -2.2284 0.4718  0.22
10 N 1.5307 0.1150 0.8741  -0.78
11 C 1.3764 0.7318 -0.2850  0.09
12 C 2.0763 1.4637 -1.1497  -0.54
13 H 2.3504 -0.4789 0.9426  0.38
14 H 0.4273 -0.6604 0.9361  0.33
15 H 0.2688 0.4060 -0.7083  0.13
16 H 3.0805 1.7940 -0.9212  0.20
17 H 1.6559 1.7716 -2.0943  0.20


(3)
Molecular formula: C4H10N2O
Method: DFT, the ωB97M-V functional and the def2-TZVPD basis

Summary:
Highest occupied orbital energy = -8.057 eV
Structure (SMILES) = [H]/N=[NH+]/[O-].C=C(C)C

Each line ends with the natural charge from an NBO analysis.
Geometry (Å):
1 C -0.5408 0.0411 -0.0706  0.12
2 C -0.1515 -0.2930 1.2375  -0.39
3 C -0.5078 1.4859 -0.4918  -0.64
4 C -1.4437 -0.8772 -0.8430  -0.64
5 N 2.0367 -0.3843 -0.1287  0.01
6 N 1.7099 -0.9895 0.9976  -0.40
7 O 1.1775 -0.5324 -1.0675  -0.42
8 H 2.4470 0.5590 -0.0758  0.31
9 H 2.2966 -0.5905 1.7379  0.33
10 H 0.0565 0.5120 1.9345  0.20
11 H -0.5444 -1.1959 1.6835  0.22
12 H 0.3757 1.9938 -0.0925  0.20
13 H -0.4934 1.5806 -1.5778  0.22
14 H -1.3840 2.0247 -0.1140  0.22
15 H -1.2697 -1.9167 -0.5645  0.22
16 H -1.2692 -0.7793 -1.9156  0.22
17 H -2.4954 -0.6383 -0.6494  0.21


(4)
Molecular formula: C4H10N2O
Method: DFT, the ωB97M-V functional and the def2-TZVPD basis

Summary:
Highest occupied orbital energy = -7.860 eV

Each line ends with the natural charge from an NBO analysis.
Geometry (Å):
1 C -1.1432 -0.1169 0.2335  0.50
2 C -0.9325 1.3302 0.5602  -0.48
3 C 2.2285 -0.0541 -0.5519  -0.21
4 N -1.4609 -0.4268 -1.0970  -0.84
5 C 0.4787 0.8087 0.5863  -0.06
6 O -1.8881 -0.7695 1.1854  -0.68
7 N 1.1731 0.7435 -0.5489  -0.42
8 H -1.9702 -1.7030 0.9554  0.48
9 H 0.4385 -1.6614 0.3177  -0.04
10 H -1.4320 0.3726 -1.7220  0.38
11 H -0.8621 -1.1167 -1.5348  0.38
12 H -1.1439 2.0384 -0.2362  0.22
13 H -1.3270 1.6401 1.5210  0.23
14 H 0.9029 0.5236 1.5527  0.19
15 H 1.2112 -1.5469 -0.1017  0.01
16 H 2.8862 -0.0625 0.3260  0.16
17 H 2.8409 0.0006 -1.4457  0.18


On energetic grounds, (1) is preferred over the next structure by 349.6 kJ/mol.


(1)
Molecular formula: C4H10N2O
Method: DFT, the ωB97M-V functional and the def2-TZVPD basis

Summary:
Highest occupied orbital energy = -9.250 eV
Structure (SMILES) = CC(C)NC(N)=O

Each line ends with the natural charge from an NBO analysis.
Geometry (Å):
1 C 0.0715 -0.2833 1.9476  -0.63
2 C -0.5278 0.4155 0.7003  -0.03
3 C 0.0613 1.8360 0.2707  -0.64
4 N -0.5098 -0.4267 -0.4957  -0.71
5 C 0.6822 -0.8314 -1.2623  0.80
6 N 0.2074 -1.3848 -2.4111  -0.85
7 O 1.8371 -0.8891 -0.9343  -0.62
8 H 0.0815 0.3401 2.8233  0.21
9 H 1.1215 -0.5252 1.7148  0.22
10 H -0.3767 -1.3512 2.2106  0.22
11 H -1.6081 0.4443 1.0108  0.19
12 H -0.5731 2.2376 -0.6005  0.21
13 H -0.3178 2.4568 1.1326  0.21
14 H 1.1604 1.8835 0.0399  0.24
15 H -1.4539 -0.3748 -0.8848  0.39
16 H -0.7430 -1.6309 -2.2500  0.39
17 H 0.8873 -1.9165 -3.0119  0.41


(2)
Molecular formula: C4H10N2O
Method: DFT, the ωB97M-V functional and the def2-TZVPD basis

Summary:
Highest occupied orbital energy = -9.278 eV
Structure (SMILES) = CN(C=O)CCN

Each line ends with the natural charge from an NBO analysis.
Geometry (Å):
1 C 0.1607 -1.5278 -0.7937  0.53
2 N 0.1450 -0.7853 0.3460  -0.45
3 C 0.6933 -1.5803 1.4907  -0.41
4 C 0.3857 0.6112 0.3983  -0.23
5 C -0.7173 1.5181 -0.1930  -0.21
6 N -0.8483 1.4476 -1.6393  -0.86
7 O 0.3404 -2.7222 -0.8861  -0.60
8 H 0.1275 -0.8657 -1.6832  0.13
9 H 0.5835 -0.9313 2.3695  0.19
10 H 0.2083 -2.5344 1.5401  0.23
11 H 1.7536 -1.8093 1.3855  0.19
12 H 1.3311 0.9354 -0.0686  0.18
13 H 0.4647 1.0664 1.3855  0.21
14 H -0.4453 2.5723 0.1031  0.19
15 H -1.6422 1.1850 0.2803  0.19
16 H -1.7575 1.0863 -1.9188  0.36
17 H -0.7832 2.3342 -2.1164  0.37


On energetic grounds, (1) is preferred over the next structure by 19.5 kJ/mol.